DFT (ωB97M-V with the def2-TZVPD basis set) results for 3 unconnected molecules or ions with the total composition C17H43BrN8O4P4 at a distorted geometry.

Geometry as XYZ:
```
77
Properties=species:S:1:pos:R:3:lowdin_charge:R:1
H -5.85 0.12 4.26 0.09
H 1.71 4.35 -3.25 0.08
H 1.79 0.68 1.12 0.09
H 0.43 -0.63 -0.59 0.08
N 1.97 3.53 -1.29 -0.27
H 4.78 2.62 -2.64 0.05
H 0.20 1.39 1.47 0.06
C 2.42 4.40 -2.42 -0.14
H -4.82 2.28 4.39 0.08
H -0.75 1.94 3.40 0.06
N 0.77 1.48 -0.56 -0.32
C 0.68 4.17 -0.90 -0.13
N -1.54 0.35 4.57 -0.30
H -0.52 0.29 -1.79 0.07
P 1.89 1.85 -1.85 0.79
P 2.57 -4.09 -5.95 0.87
O -1.59 -4.60 -5.79 -0.42
C -3.42 -2.10 2.22 -0.15
H -0.35 -0.05 6.27 0.08
H -2.40 -2.38 1.95 0.08
H 2.02 -2.04 -4.53 0.09
C 4.06 2.32 -0.05 -0.14
P -2.96 0.24 3.58 0.79
H -4.76 2.11 6.16 0.09
H -1.30 2.42 5.01 0.05
H 0.83 5.24 -0.69 0.08
H -1.90 -5.30 -5.13 0.07
C -0.12 -0.59 -5.74 -0.17
H -3.84 -1.46 1.44 0.07
H 5.05 1.91 0.20 0.08
O 1.83 0.38 -2.34 -0.34
C -3.05 -2.44 4.52 -0.16
C 1.84 -2.35 -5.67 -0.51
C 3.56 -4.47 -4.31 -0.32
H 1.71 -6.08 -5.45 0.06
N 3.50 1.66 -1.23 -0.31
H -1.98 0.47 6.66 0.07
H 0.20 1.54 4.82 0.08
C 2.67 -1.24 -6.61 -0.15
H -5.78 0.15 6.03 0.08
H -1.64 -1.16 6.08 0.05
C 0.26 -2.19 -6.06 -0.47
H 3.40 4.10 -2.79 0.06
C 4.55 1.63 -2.26 -0.15
H 3.17 -5.53 -3.92 0.05
N 3.36 -0.58 -7.51 0.08
P -0.93 -3.21 -4.91 0.65
H -3.62 -3.37 4.37 0.08
C -1.39 -0.11 5.95 -0.14
O -2.14 0.04 2.28 -0.32
H 2.52 5.44 -2.10 0.09
H -3.29 -2.15 5.54 0.06
O 1.36 -5.33 -6.05 -0.43
N -3.46 -1.44 3.55 -0.33
H 3.25 -3.63 -3.53 0.03
C -5.25 -0.15 5.13 -0.13
H 5.48 1.20 -1.87 0.08
H -4.03 -3.02 2.21 0.08
H -3.31 2.53 5.27 0.06
H 3.48 2.15 0.86 0.05
C -0.82 1.63 4.45 -0.14
H 4.72 -4.49 -4.53 0.06
H 4.25 1.00 -3.10 0.07
H 1.53 2.44 1.17 0.06
H -0.97 0.33 -0.10 0.06
C -0.11 0.31 -0.77 -0.14
H -0.07 4.07 -1.68 0.09
N -0.35 0.64 -5.33 0.10
C -4.22 1.92 5.23 -0.14
H 4.20 3.40 -0.18 0.07
H 0.02 -2.34 -7.21 0.15
H -1.99 -2.69 4.44 0.09
N -3.90 0.48 5.07 -0.27
H 0.26 3.77 0.03 0.06
H -5.22 -1.24 5.19 0.06
Br 0.26 -4.00 -3.10 0.26
C 1.11 1.49 0.86 -0.15
```

## Properties
SMILES: CP(O)[C@@H](C#N)[C@H](C#N)P(O)Br.CN(C)P(=O)(N(C)C)N(C)C.CN(C)P(=O)(N(C)C)N(C)C
HOMO, hartree: -0.286
F_max, eV/Å: 12.61

=====

DFT (ωB97M-V with the def2-TZVPD basis set) results for a molecular structure, C17H44AsFeGeNOSeSi2.

Geometry as XYZ:
```
69
Properties=species:S:1:pos:R:3:nbo_charge:R:1
Si -1.49 -4.20 1.31 1.44
H -3.48 -4.58 -1.74 0.25
C 1.37 -3.29 -2.65 -1.09
H 2.95 -0.75 -2.51 0.25
H 1.21 2.02 4.61 0.22
H 2.08 -3.11 0.80 0.23
H 2.31 -0.82 4.59 0.21
H -1.75 -5.88 -0.51 0.25
H 0.66 -3.89 2.50 0.25
H 0.61 -2.62 -2.24 0.22
H 2.30 1.37 3.38 0.21
Ge 3.00 -3.13 -1.60 1.61
C -2.43 3.13 -0.28 -0.74
C -3.00 -3.96 -2.49 -1.13
C 0.57 0.13 3.75 0.24
H 2.07 -4.74 0.12 0.24
H -4.26 -1.86 -0.02 0.25
H 4.30 -5.14 -2.47 0.24
C 1.25 -0.73 4.80 -0.62
H 5.41 -3.94 -1.78 0.24
H -1.40 0.90 3.30 0.19
As -0.97 -2.38 -0.12 -0.44
H 1.54 -3.02 -3.69 0.24
H -1.48 -0.25 -2.82 0.24
H -0.09 -5.86 0.12 0.24
C -3.29 -4.07 1.79 -1.13
H 3.58 -4.06 0.74 0.24
H -2.28 3.60 -1.25 0.28
H -3.52 -3.11 2.27 0.25
H 4.51 -1.02 -1.77 0.25
O 0.68 -0.53 2.50 -0.95
Fe 0.42 -0.45 0.72 1.35
H -3.96 -4.20 0.93 0.24
C -1.48 2.05 -0.11 0.47
C -0.38 -3.99 2.79 -1.13
H 0.97 -4.31 -2.63 0.24
C -1.14 -5.78 0.40 -1.13
H -0.66 -3.09 3.35 0.25
H -3.45 2.74 -0.23 0.28
H -0.47 -4.85 3.45 0.25
H 0.81 -1.74 4.81 0.21
C 1.25 1.49 3.65 -0.62
H -3.84 -0.37 -0.88 0.23
C -0.91 0.30 4.07 -0.62
H -2.29 3.88 0.50 0.28
H 1.13 -0.30 5.80 0.21
H 4.84 -0.30 1.35 0.23
H -1.40 -0.68 4.11 0.21
H -2.80 -0.86 -3.83 0.25
Si -2.58 -2.26 -1.84 1.42
H -1.24 -1.67 -3.85 0.25
H -3.68 -3.87 -3.34 0.26
H -2.10 -4.47 -2.84 0.25
C -4.05 -1.44 -1.00 -1.12
H -1.37 -6.62 1.05 0.25
H -1.06 0.80 5.03 0.22
C 3.88 -0.80 1.31 -0.77
H -3.53 -4.86 2.51 0.26
H 3.30 -0.60 2.21 0.25
C 3.44 -1.19 -1.65 -1.02
H -4.95 -1.53 -1.61 0.25
C 4.51 -4.07 -2.40 -1.08
Se 2.87 -0.05 -0.18 0.28
H 4.00 -1.86 1.17 0.23
H 0.76 2.11 2.89 0.20
N -0.73 1.20 0.02 -0.52
C -1.95 -1.16 -3.21 -1.13
H 4.72 -3.69 -3.40 0.24
C 2.66 -3.82 0.20 -1.10
```

## Properties
2S+1: 6
HOMO (alpha / beta), hartree: -0.402 / -0.420
Net charge: +1
ΔE to the lowest compared entry with this formula, charge and spin, eV: 0.0000
F_max, eV/Å: 0.33

=====

DFT (ωB97M-V with the def2-TZVPD basis set) results for a molecular structure, C17H44Li2N3O9 at a distorted geometry.

Geometry as XYZ:
```
75
Properties=species:S:1:pos:R:3:lowdin_spin:R:1
H 1.42 1.05 -4.53 0.00
H -2.25 -2.90 5.14 0.00
O -3.58 3.03 -1.24 0.00
H 2.99 -0.21 -2.52 0.00
H 2.11 -1.14 2.62 0.00
H 5.33 0.84 -0.80 0.00
H 3.05 -2.51 2.19 0.00
H 0.90 -2.53 5.46 0.00
C -1.08 2.85 1.63 0.00
N 2.44 -0.20 -7.09 0.00
H -0.94 -2.26 0.28 0.00
N 1.38 0.54 -5.41 0.00
C 3.67 -0.34 -1.68 0.00
H 0.26 -1.15 0.04 0.00
O 4.39 2.02 -2.11 0.00
O 4.06 -1.65 -1.28 0.00
H 5.08 2.56 -2.49 0.00
H 5.49 0.27 -2.56 0.00
H -4.84 4.64 -0.89 0.00
H 3.40 -2.25 -1.64 0.00
H -0.87 0.32 -2.83 0.00
H -5.31 1.24 -2.21 0.00
C -5.90 3.16 -2.26 0.00
H 0.19 0.37 -1.44 0.00
C -0.15 -1.76 0.84 0.00
H -1.25 -4.30 5.13 0.00
C -1.40 -1.43 2.97 0.00
C -0.63 -0.71 1.83 0.00
H 0.39 -4.36 0.28 0.00
Li -0.66 2.72 -4.36 0.00
H -0.52 3.75 1.40 0.00
O -0.66 3.67 3.96 0.00
H 0.19 -0.12 2.25 0.00
H -0.55 2.03 1.15 0.00
H -5.50 3.46 -3.23 0.00
H -2.67 3.18 0.34 0.00
N 0.24 -3.32 2.69 0.62
H 0.52 0.38 -5.91 0.00
C 0.39 -1.84 4.79 0.06
H -2.18 -3.94 3.69 0.00
O 1.04 -4.34 3.29 0.10
H 1.71 -3.47 -0.46 0.00
H -0.94 1.62 -1.60 0.00
O -2.47 2.87 1.23 0.00
C 2.56 0.30 -5.91 0.00
C -0.52 -2.56 3.73 0.05
C -1.59 -3.48 4.49 0.02
C -0.77 2.56 3.08 0.00
O 0.56 1.80 -2.93 0.00
C 4.86 0.67 -1.77 0.00
C -4.97 3.57 -1.05 0.00
H -1.51 3.88 4.36 0.00
H 1.95 -4.49 0.94 0.00
H -5.22 3.26 -0.04 0.00
H -1.76 -0.71 3.71 0.00
O -6.14 1.71 -2.19 0.00
C -0.28 0.99 -2.20 0.00
H -2.38 -1.75 2.61 0.00
Li 2.32 2.59 -2.35 0.00
C 1.27 -3.76 0.50 0.01
H -1.42 -0.08 1.41 0.00
H -3.70 2.10 -1.43 0.00
H 1.50 -0.28 -7.44 0.00
H 3.04 0.04 -0.87 0.00
H -1.34 1.75 3.54 0.00
H 3.27 -0.64 -7.47 0.00
H 0.18 2.02 3.16 0.00
H 0.71 -5.16 2.93 0.01
O 3.66 0.45 -5.39 0.00
C 0.90 -2.67 1.53 0.05
H -6.87 3.66 -2.18 0.00
H -0.36 -1.36 5.42 0.01
H 1.03 -1.05 4.39 0.00
H 2.51 -1.31 0.93 0.01
C 2.24 -1.88 1.83 0.05
```

## Properties
2S+1: 2
HOMO (alpha / beta), hartree: -0.524 / -0.524
Net charge: +2
F_max, eV/Å: 4.32

=====

DFT (ωB97M-V with the def2-TZVPD basis set) results for 6 unconnected molecules or ions with the total composition C17H45N5O6 at a distorted geometry.

Geometry as XYZ:
```
73
Properties=species:S:1:pos:R:3:lowdin_spin:R:1
C 31.89 14.38 -0.33 0.00
H 34.02 16.39 -0.53 0.00
C 33.65 22.28 3.47 0.00
H 33.48 21.54 -3.03 0.00
H 27.93 19.71 3.91 0.00
H 32.11 14.42 -1.39 0.00
H 28.89 19.13 -2.80 0.00
H 30.40 25.86 -0.60 0.00
C 28.69 24.87 0.03 0.00
O 26.38 18.20 2.13 0.00
O 31.59 16.54 0.59 0.00
H 27.02 23.08 1.38 0.00
H 32.04 19.54 1.73 0.00
N 28.25 23.46 -0.36 0.00
H 32.98 24.65 6.94 0.00
H 33.24 24.91 5.16 0.00
O 27.90 25.77 0.02 0.00
C 31.47 21.45 -3.43 0.00
N 30.10 20.95 -2.87 0.02
H 35.13 22.12 5.01 0.00
H 33.98 17.56 1.77 0.00
H 32.32 13.46 0.07 0.00
H 29.44 19.82 -4.48 0.00
H 29.01 22.80 -0.25 0.00
H 28.64 20.57 2.56 0.00
C 31.24 21.29 0.65 0.10
C 27.74 20.06 2.89 0.00
C 32.32 15.68 0.23 0.00
C 28.58 17.37 0.47 0.00
N 34.13 22.03 4.88 0.00
H 33.24 20.34 0.81 0.00
H 27.03 20.89 2.85 0.00
H 26.23 23.89 0.02 0.00
H 27.75 16.69 0.70 0.00
H 32.60 22.01 3.44 0.00
H 30.76 24.28 0.27 0.00
C 33.48 24.30 6.03 0.00
H 30.26 20.98 -1.88 0.01
C 26.91 23.09 0.30 0.00
O 30.02 21.05 0.00 0.77
O 32.27 22.22 6.30 0.00
C 34.36 16.55 1.57 0.00
H 29.00 17.34 -0.53 0.00
C 29.65 19.58 -3.44 0.00
H 35.42 16.68 1.35 0.00
C 32.74 20.74 -3.13 0.00
N 33.81 15.86 0.30 0.00
C 33.22 22.85 5.81 0.00
H 28.69 19.54 0.41 0.00
C 27.23 19.02 1.90 0.00
H 30.80 14.34 -0.25 0.00
N 27.99 18.83 0.56 0.00
H 31.74 22.09 0.11 0.04
H 28.16 23.40 -1.37 0.00
H 33.92 21.06 5.02 0.00
H 27.27 19.03 -0.12 0.00
H 32.65 20.27 -2.15 0.00
H 29.43 21.71 -2.91 0.00
H 30.53 18.94 -3.36 0.00
C 32.18 20.10 0.81 0.00
H 34.26 14.99 0.03 0.00
H 33.12 20.07 -3.90 0.00
H 31.00 21.75 1.61 0.05
H 34.19 16.04 2.52 0.00
H 30.37 25.62 1.14 0.00
H 34.53 24.47 6.26 0.00
H 26.62 22.09 -0.01 0.00
H 34.14 21.50 2.88 0.00
H 32.03 19.40 -0.01 0.00
H 29.39 17.35 1.20 0.00
O 31.45 22.27 -4.31 0.00
H 33.84 23.31 3.19 0.00
C 30.12 25.16 0.19 0.00
```

## Properties
2S+1: 2
HOMO (alpha / beta), hartree: -0.852 / -0.852
Net charge: +5
F_max, eV/Å: 5.33

=====

DFT (ωB97M-V with the def2-TZVPD basis set) results for a molecular structure, C17H46AlIO12P3.

Geometry as XYZ:
```
80
Properties=species:S:1:pos:R:3:lowdin_charge:R:1
H 2.16 -2.93 2.29 0.04
H 5.75 -3.47 5.51 0.09
C -4.48 -1.09 1.77 -0.81
Al -2.98 0.24 1.34 0.21
P 3.76 1.88 -1.34 0.35
H -7.26 -1.18 -4.17 0.09
C -1.37 -0.51 0.37 -0.43
H 0.39 0.44 -0.59 0.03
H 5.36 2.82 1.57 0.09
C 3.58 0.17 4.04 -0.06
H -2.53 1.00 2.71 -0.09
O 2.99 0.78 -0.79 -0.20
H 2.21 -3.36 0.60 0.06
H 2.89 -0.57 3.63 0.08
H -0.75 -1.46 2.25 0.08
H -1.75 -1.00 -0.53 0.07
H 6.25 0.13 -1.41 0.08
H 3.03 4.49 -3.49 0.09
H 4.73 -0.61 -1.97 0.08
H -5.69 -1.96 -1.37 0.06
H 3.17 1.16 3.90 0.10
H 0.78 -3.74 1.55 0.06
H -0.28 1.33 0.79 0.06
O 7.07 -1.05 2.88 -0.23
O 6.33 -0.43 5.25 -0.22
H -7.79 -1.52 -5.82 0.08
H -6.33 -1.86 0.94 0.08
C -0.52 0.70 -0.07 -0.18
H -4.39 -2.72 -0.50 0.04
O -7.71 2.90 -5.35 -0.20
C -0.57 -1.58 1.17 -0.29
C 3.58 4.15 -2.62 -0.09
H 7.81 -0.05 6.59 0.09
H 5.10 -4.27 4.07 0.09
H -9.71 2.37 -5.28 0.08
H -0.97 -2.56 0.91 0.07
H 4.62 3.98 -2.89 0.08
H 1.39 -0.85 1.58 0.09
H -4.21 -1.04 -1.10 0.04
O -5.54 1.70 -5.98 -0.22
H 3.53 4.89 -1.83 0.09
P 5.93 -0.92 3.78 0.33
H 8.38 -0.63 5.01 0.08
H 7.64 -1.76 6.17 0.08
H -9.28 3.97 -4.62 0.09
O -6.45 1.73 -3.57 -0.22
H 6.36 2.09 0.30 0.09
H -3.67 1.35 0.34 -0.07
C 1.55 -2.99 1.39 -0.11
C -5.48 -1.23 0.64 -0.45
H -1.12 1.32 -0.74 0.05
O 2.96 2.93 -2.18 -0.19
H 5.97 -0.13 -3.15 0.08
H -5.01 -0.71 2.64 0.00
H -5.88 -0.22 0.47 0.08
H 4.97 1.20 0.98 0.07
C -5.26 1.13 -3.02 -0.06
H -5.38 0.06 -2.95 0.07
H 6.71 -3.52 4.00 0.09
C 0.95 -1.63 0.96 -0.26
C -8.98 2.93 -4.69 -0.09
H -8.91 2.50 -3.69 0.09
O -7.71 0.46 -5.36 -0.22
C 5.35 2.18 0.69 -0.08
H -4.39 1.37 -3.64 0.09
O 4.91 1.42 -2.35 -0.22
O 4.84 0.10 3.34 -0.21
C 5.50 0.12 -2.20 -0.09
H 3.71 -0.02 5.11 0.09
I -3.85 -3.05 2.46 0.67
O 4.49 2.81 -0.28 -0.22
H 1.21 -1.47 -0.08 0.09
H -5.12 1.54 -2.03 0.08
C 5.71 -3.44 4.42 -0.09
C -4.89 -1.77 -0.65 -0.16
C -7.19 -0.86 -5.21 -0.09
H -6.15 -0.91 -5.54 0.09
P -6.72 1.69 -5.13 0.33
C 7.62 -0.75 5.78 -0.10
O 5.06 -2.24 4.00 -0.21
```

## Properties
HOMO, hartree: -0.165
Net charge: -1
ΔE to the lowest compared entry with this formula, charge and spin, eV: 0.0000
F_max, eV/Å: 0.84

=====

DFT (ωB97M-V with the def2-TZVPD basis set) results for 8 unconnected molecules or ions with the total composition C17H46NO7S7.

Geometry as XYZ:
```
78
Properties=species:S:1:pos:R:3:lowdin_charge:R:1
H 6.02 -1.08 1.78 0.00
H -4.02 2.79 0.93 0.05
H -5.23 2.77 2.25 0.05
H 4.70 -0.69 0.01 0.02
H -5.59 3.61 0.70 0.06
H 5.68 -4.76 -4.11 0.04
H -7.80 2.47 0.52 0.06
O 2.34 -3.88 -3.24 -0.56
C 4.60 -1.70 0.41 -0.36
C 2.04 -2.15 0.72 0.00
C 4.29 -4.79 -1.66 -0.28
H 6.54 4.64 5.99 0.05
C -5.09 2.76 1.16 -0.26
O -3.22 -4.92 0.21 -0.57
O -3.45 0.69 -4.37 -0.55
S -0.76 -0.27 -0.98 0.83
H -7.53 1.59 2.06 0.05
H -6.56 1.46 -5.93 0.05
H -5.95 0.58 -3.02 0.02
C 6.49 5.38 5.19 -0.28
H 4.57 -3.75 -1.41 0.02
H 4.80 6.04 2.02 0.04
H 7.45 5.45 4.69 0.06
H 2.97 3.32 2.63 0.04
H 0.34 3.07 0.99 0.05
H 0.62 2.18 2.53 0.05
H -5.68 2.40 -4.68 0.06
S 5.24 4.85 4.02 0.78
C 3.08 3.29 1.55 -0.30
H -2.62 -2.36 1.51 0.03
H -1.34 -6.73 1.54 0.05
H 5.22 7.15 3.35 0.05
O -5.69 1.34 -0.98 -0.55
S -1.94 -4.54 0.87 0.79
H 4.48 -4.03 -5.21 0.04
C -0.83 -1.74 -2.00 -0.24
H -0.72 -5.51 2.68 0.05
H 6.50 6.21 2.52 0.06
H 0.04 1.30 1.09 0.00
H -1.44 -3.03 2.65 0.06
H -5.00 2.22 -6.32 0.05
H 0.16 -2.19 -2.02 0.05
O 2.37 1.88 -0.56 -0.54
H -6.83 -0.44 -4.21 0.05
H -3.10 -0.69 -0.73 0.05
O 5.76 3.62 3.37 -0.53
H -5.47 -1.12 -3.27 0.06
C -1.58 -5.82 2.08 -0.28
C 5.47 6.20 2.86 -0.27
C -7.46 1.54 0.97 -0.27
S 3.45 -4.86 -3.24 0.76
N 5.29 -1.79 1.77 -0.10
H 1.04 -2.15 1.08 -0.05
S 2.35 1.76 0.92 0.81
H 5.17 -5.42 -1.70 0.04
H 4.13 3.29 1.29 0.04
H -2.68 1.03 -0.49 0.03
H -2.45 -5.98 2.72 0.05
H 3.61 -5.16 -0.89 0.05
C -2.33 -3.25 2.06 -0.27
S -4.70 0.25 -5.04 0.81
C 4.80 -4.12 -4.17 -0.29
C -2.50 0.14 -1.10 -0.27
H -1.55 -2.44 -1.57 0.05
H 5.01 -3.13 -3.77 0.06
S -5.75 1.23 0.50 0.81
H -2.76 0.36 -2.14 0.03
C 0.67 2.13 1.44 -0.27
H -8.06 0.71 0.61 0.05
H -1.13 -1.46 -3.01 0.06
O -0.54 -0.71 0.43 -0.58
H 6.21 6.35 5.61 0.05
H 4.61 -1.52 2.48 0.01
C -5.86 -0.22 -3.75 -0.27
C -5.58 1.74 -5.54 -0.28
C 3.24 -1.97 0.58 -0.33
H 2.58 4.14 1.08 0.05
H -3.15 -3.58 2.70 0.05
```

## Properties
HOMO, hartree: -0.037
Net charge: -1
F_max, eV/Å: 0.75

=====

> What is the F_max in the third record?

4.32 eV/Å

=====

> What is the F_max in the third record?

4.32 eV/Å